1.
Density functional theory data (wB97M-V/def2-TZVPD) for C45H44F9N7OsP2 as an isolated structure in a non-equilibrium geometry.

Properties
<S²>: 6.07
Highest occupied orbital energy (spin up / spin down) (eV): -10.51 / -14.06
LUMO (spin up / spin down) (eV): -4.93 / -8.02
Kohn-Sham gap (spin up / spin down) (eV): 5.58 / 6.05
Relative energy (zero: lowest compared OMol25 entry of this formula, charge and spin) (kcal/mol): 0.00

Structure (ORCA input):
```
! wB97M-V def2-TZVPD RIJCOSX def2/J DEFGRID3
* xyz 2 5
Os 0.261 -0.735 1.327
N 2.412 -1.212 2.330
C 2.809 -0.519 3.744
C 2.710 -1.623 4.888
C 1.425 -2.190 4.758
C 0.344 -1.199 4.290
N -0.360 -1.838 3.030
H 2.871 -2.044 2.250
H 2.779 -0.432 1.767
H 2.139 0.365 3.752
H 3.869 -0.229 3.598
H 2.981 -1.148 5.836
H 3.408 -2.458 4.626
H 1.038 -2.595 5.672
H 1.462 -2.866 3.966
H 0.388 -0.172 4.182
H -0.438 -1.399 5.078
H -1.536 -1.361 2.918
H -0.081 -2.824 2.946
F -7.366 2.581 2.298
C -6.258 2.739 3.052
F -5.993 4.078 3.065
F -6.573 2.339 4.294
C -5.088 1.966 2.496
C -5.350 1.423 1.252
C -4.318 0.669 0.640
C -3.065 0.535 1.351
C -2.894 1.150 2.544
C -3.873 1.922 3.151
P -1.864 -0.488 0.453
C -2.523 -2.129 -0.010
C -1.648 -3.118 -0.600
C -2.103 -4.282 -1.192
C -3.463 -4.569 -1.098
C -4.395 -3.642 -0.571
C -3.911 -2.443 -0.021
C -4.110 -5.783 -1.656
F -3.232 -6.748 -1.904
F -4.786 -5.587 -2.784
F -5.004 -6.211 -0.724
C -1.954 0.327 -1.079
C -2.101 -0.316 -2.353
C -1.965 0.436 -3.513
C -1.695 1.764 -3.430
C -1.626 2.467 -2.209
C -1.756 1.746 -1.041
C -1.453 2.656 -4.661
F -1.023 1.856 -5.638
F -0.498 3.614 -4.443
F -2.505 3.339 -5.080
H -6.229 1.664 0.730
H -4.522 0.279 -0.355
H -1.935 1.016 3.061
H -3.604 2.414 4.085
H -0.608 -2.917 -0.793
H -1.383 -4.883 -1.706
H -5.421 -3.906 -0.537
H -4.680 -1.746 0.339
H -2.308 -1.400 -2.439
H -2.067 -0.022 -4.473
H -1.337 3.526 -2.243
H -1.531 2.170 -0.113
H 0.160 -2.274 1.094
N -0.407 5.548 2.113
C 0.071 4.297 2.141
N 0.743 3.885 1.067
N -0.135 3.610 3.265
C 0.182 2.353 3.079
N 0.411 1.247 2.785
H -0.746 5.984 1.288
H -1.058 5.826 2.823
H 0.979 4.537 0.328
H 0.937 2.906 0.924
N 1.073 0.239 -0.080
P 2.243 -0.005 -1.147
C 1.973 -1.676 -1.722
C 2.772 -2.847 -1.420
C 2.523 -3.966 -2.118
C 1.618 -3.950 -3.179
C 0.965 -2.856 -3.573
C 1.153 -1.748 -2.785
C 4.047 0.048 -0.602
C 4.354 0.785 0.537
C 5.682 1.002 0.896
C 6.646 0.262 0.244
C 6.344 -0.469 -0.874
C 5.062 -0.584 -1.361
C 2.215 1.384 -2.431
C 2.883 1.422 -3.692
C 2.865 2.614 -4.422
C 2.384 3.792 -3.905
C 1.769 3.835 -2.658
C 1.743 2.591 -1.970
H 3.602 -2.918 -0.624
H 3.135 -4.894 -1.986
H 1.464 -4.817 -3.734
H 0.547 -2.759 -4.552
H 0.691 -0.746 -3.100
H 3.565 1.225 1.108
H 5.937 1.740 1.636
H 7.690 0.383 0.605
H 7.084 -1.040 -1.447
H 4.918 -1.156 -2.254
H 3.192 0.505 -4.161
H 3.224 2.702 -5.434
H 2.544 4.715 -4.488
H 1.307 4.733 -2.299
H 1.180 2.524 -1.016
*
```

Mulliken atomic charge list, values in e, 8 entries: 2.817 -0.652 -0.822 -0.634 -0.933 -0.181 -0.714 0.165

2.
Density functional theory data (wB97M-V/def2-TZVPD) for an isolated ion of composition C8H17N2S and charge +1 in a non-equilibrium geometry.

Properties
Highest occupied orbital energy (eV): -12.62
LUMO (eV): -3.14
Structure (SMILES): CC(C)S[C@]1(C)NC1=[N+](C)C
Kohn-Sham gap (eV): 9.48
Relative energy (zero: lowest compared OMol25 entry of this formula, charge and spin) (kcal/mol): 71.55

Structure (ORCA input):
```
! wB97M-V def2-TZVPD RIJCOSX def2/J DEFGRID3
* xyz 1 1
C 1.215 0.029 0.385
C 0.627 -0.845 -0.590
C 1.494 -1.795 -1.265
C -3.098 0.930 -0.465
C -3.047 -1.595 -0.436
C 2.054 1.425 2.139
C 2.840 1.663 -0.255
C -2.261 -0.255 -0.291
N 0.448 -0.952 0.826
N 1.970 1.027 0.752
S -0.940 -0.076 -1.655
H 1.369 -1.516 -2.348
H 1.234 -2.816 -0.979
H 2.548 -1.741 -0.976
H -3.662 1.024 -1.440
H -3.968 1.012 0.257
H -2.478 1.896 -0.326
H -3.119 -1.943 -1.459
H -4.046 -1.512 -0.237
H -2.695 -2.432 0.212
H 1.774 2.429 2.363
H 1.570 0.665 2.774
H 3.222 1.393 2.252
H 3.113 2.601 0.186
H 3.728 1.023 -0.473
H 2.210 1.688 -1.137
H -1.846 -0.194 0.641
H -0.255 -1.136 1.546
*
```

Mulliken atomic charge list, values in e, 8 entries: 0.115 0.845 -1.234 -1.500 -1.386 -0.855 -0.948 0.644

3.
Density functional theory data (wB97M-V/def2-TZVPD) for C5H8N2 as an isolated structure.

Properties
Highest occupied orbital energy (spin up / spin down) (eV): -7.89 / -7.89
LUMO (spin up / spin down) (eV): 0.61 / 0.61
Kohn-Sham gap (spin up / spin down) (eV): 8.51 / 8.50
Relative energy (zero: lowest compared OMol25 entry of this formula, charge and spin) (kcal/mol): 104.43

Structure (ORCA input):
```
! wB97M-V def2-TZVPD RIJCOSX def2/J DEFGRID3
* xyz 0 1
C -0.631 1.247 2.441
N -0.644 0.478 1.223
C 0.086 0.862 0.254
C 0.240 0.159 -1.020
C 0.365 -1.219 -1.301
N 1.168 -1.825 -2.213
C -0.868 -1.464 -0.835
H -0.011 2.155 2.387
H -1.655 1.531 2.712
H -0.249 0.608 3.244
H 0.621 1.825 0.296
H 0.370 0.825 -1.878
H 1.653 -1.205 -2.845
H 0.742 -2.620 -2.667
H -1.123 -1.258 0.206
*
```

Mulliken atomic charge list, values in e, 8 entries: -0.731 -0.301 0.109 -0.672 0.449 -0.482 -0.657 0.285

4.
Density functional theory data (wB97M-V/def2-TZVPD) for an isolated ion of composition C2H8N and charge +1 in a non-equilibrium geometry.

Properties
Highest occupied orbital energy (eV): -16.85
LUMO (eV): -3.99
Structure (SMILES): CC[NH3+]
Kohn-Sham gap (eV): 12.86
Relative energy (zero: lowest compared OMol25 entry of this formula, charge and spin) (kcal/mol): 12.04

Structure (ORCA input):
```
! wB97M-V def2-TZVPD RIJCOSX def2/J DEFGRID3
* xyz 1 1
C -1.079 -0.562 -0.156
C 0.382 -0.427 -0.363
N 0.850 0.805 0.405
H -1.643 -1.486 -0.307
H -1.454 -0.235 0.816
H -1.712 0.197 -0.688
H 0.988 -1.241 0.059
H 0.654 -0.397 -1.431
H 0.287 1.654 0.312
H 1.719 1.141 -0.028
H 1.006 0.552 1.379
*
```

Mulliken atomic charge list, values in e, 8 entries: -1.179 -0.170 -0.367 0.338 0.373 0.343 0.309 0.290

Which value of relative energy (zero: lowest compared OMol25 entry of this formula, charge and spin) does entry 4 give?
12.04 kcal/mol

Number 2 is which compound?
C8H17N2S

Which value of relative energy (zero: lowest compared OMol25 entry of this formula, charge and spin) does entry 2 give?
71.55 kcal/mol